[1]
Here is one molecule with the formula C12H10O2 at a distorted geometry from the OMol25 dataset. Energies are from ωB97M-V with the def2-TZVPD basis set.

Structure (XYZ):
```
24
Properties=species:S:1:pos:R:3:mulliken_charge:R:1
O -0.7063 -0.6014 2.5672 -0.59
C 0.6796 -0.4628 2.1458 1.32
O 1.4009 -0.5389 3.3060 -0.59
C 0.6704 0.8548 1.3938 -0.34
C 0.6881 1.3957 0.3006 0.39
C 0.8860 2.4063 -0.6155 -0.63
C 0.1747 2.6950 -1.7355 -0.22
C -1.0299 2.1207 -2.3763 -0.26
C -1.6342 0.9299 -2.3254 -0.81
C -1.2790 -0.3009 -1.6677 0.27
C -1.0258 -1.3328 -1.1247 0.44
C -0.7422 -2.4137 -0.1666 -0.78
C 0.7295 -2.1978 0.2143 -0.46
C 1.2009 -1.4116 1.1639 -0.78
H -0.6679 -1.2959 3.1636 0.36
H 0.9536 0.0131 3.8867 0.37
H 1.7793 3.1374 -0.5015 0.22
H 0.4926 3.4307 -2.4628 0.27
H -1.3571 2.6951 -3.2799 0.20
H -2.5251 0.7054 -3.0957 0.18
H -0.9492 -3.3659 -0.5232 0.44
H -1.3687 -2.1770 0.6678 0.18
H 1.4449 -2.7478 -0.3601 0.40
H 2.1851 -1.5374 1.4253 0.41
```

SMILES string: OC1(O)C#C/C=C\C=C/C#CC/C=C\1
Gap between HOMO and LUMO: 7.96 eV
E_tot: -16694.120 eV

[2]
Here is C12H11Cl3LuO2 as an isolated structure at a distorted geometry from the OMol25 dataset. Energies are from ωB97M-V with the def2-TZVPD basis set.

Structure (XYZ):
```
29
Properties=species:S:1:pos:R:3:mulliken_charge:R:1
C -1.9948 2.0239 2.4435 -0.41
C -2.4243 0.8110 1.8176 -0.62
C -2.3065 0.9774 0.3997 -0.71
H -2.7672 -0.0911 2.3332 0.45
C -1.7884 2.2904 0.1578 -0.41
C -1.5893 2.9326 1.4236 -0.27
H -1.2423 3.9606 1.5737 0.34
H -1.9694 2.2244 3.5181 0.38
H -2.5191 0.2239 -0.3696 0.45
H -1.5926 2.7371 -0.8215 0.45
Lu -0.0240 1.0265 1.2186 1.44
Cl 1.3563 1.8884 2.9825 -0.57
C 1.4741 -3.7784 -0.7316 -0.55
C 0.9920 -3.3303 -1.9942 -0.51
C -0.3929 -3.6532 -2.0762 -0.53
H 1.5880 -2.8341 -2.7754 0.35
C -0.7660 -4.3018 -0.8645 -0.53
C 0.3881 -4.3797 -0.0336 -0.56
H 0.4346 -4.8381 0.9664 0.36
H 2.5091 -3.6914 -0.3672 0.36
H -1.0552 -3.4516 -2.9323 0.34
H -1.7678 -4.6884 -0.6196 0.36
Cl 0.7300 3.9926 -0.8574 -0.17
C 2.3089 3.1392 -0.6886 -0.12
Cl 3.0731 3.5150 0.8667 -0.11
C 2.1721 1.6218 -0.9757 0.49
O 2.8913 1.1930 -1.8551 -0.56
O 1.3060 0.9220 -0.2898 -0.51
H 2.9763 3.5581 -1.4490 0.36
```

Gap between HOMO and LUMO: 4.60 eV
Charge: -1
E_tot: -87908.337 eV

[3]
Here is one molecule with the formula C12H11ClN4O2 at a distorted geometry from the OMol25 dataset. Energies are from ωB97M-V with the def2-TZVPD basis set.

Structure (XYZ):
```
30
Properties=species:S:1:pos:R:3:mulliken_charge:R:1
C 0.9966 1.3570 -1.9150 -0.75
C 1.1201 2.9077 -1.3758 -0.58
C 1.5028 3.0132 0.2282 -0.01
Cl 3.2691 2.4761 0.3958 -0.17
C 0.4844 2.0072 1.1045 0.21
N 1.1453 1.2711 2.1381 -0.18
N 0.3623 0.4546 2.7910 -0.24
C -0.9973 0.4651 2.3366 0.57
O -1.8906 -0.5133 3.0531 -0.33
C -1.2106 -1.8177 2.7633 0.26
O -0.8243 -2.6615 3.7340 -0.49
C -0.9301 -2.0941 1.1389 0.51
C 0.5842 -2.2594 0.5326 -0.27
C 0.7569 -2.5080 -1.0912 -0.38
C -0.5405 -2.6072 -2.1305 -0.37
C -2.0367 -2.4024 -1.4789 -0.33
C -2.2395 -2.1599 0.1302 -0.32
N -1.6660 1.2351 1.3286 -0.29
N -0.8807 2.0505 0.6774 -0.11
H 0.1118 0.7483 -1.4193 0.16
H 1.9799 0.7189 -1.7352 0.23
H 0.7179 1.4386 -3.0720 0.33
H 2.0323 3.4123 -1.9534 0.33
H 0.1093 3.4739 -1.5429 0.31
H 1.3755 4.0881 0.6803 0.37
H 1.5539 -2.2005 1.1865 0.36
H 1.8403 -2.6209 -1.5523 0.31
H -0.4258 -2.8160 -3.2899 0.30
H -2.9720 -2.4395 -2.1981 0.29
H -3.3287 -2.0176 0.5357 0.30
```

SMILES string: CC[C@H](Cl)c1nnc(OC(=O)c2ccccc2)nn1
Gap between HOMO and LUMO: 7.84 eV
E_tot: -35185.927 eV

[4]
Here is a 2-piece molecular cluster, C12H11ClS overall at a distorted geometry from the OMol25 dataset. Energies are from ωB97M-V with the def2-TZVPD basis set.

Structure (XYZ):
```
25
Properties=species:S:1:pos:R:3:mulliken_charge:R:1
S 4.1373 -0.8196 -1.8947 -0.17
C 2.6395 -0.4366 -1.1344 0.72
C 1.9140 0.6617 -1.4621 -0.79
C 0.7318 0.8818 -0.8224 -0.68
C 0.3292 0.1014 0.2931 0.66
C -0.9592 0.3785 0.9859 0.82
C -1.4290 1.7082 1.1450 -0.70
C -2.5716 1.8607 1.8202 -0.40
C -3.3977 0.8168 2.0518 -0.31
C -2.9703 -0.4968 1.8342 -0.75
C -1.7154 -0.6989 1.3455 -0.48
C 1.0258 -1.0846 0.4958 -0.70
C 2.2261 -1.2304 -0.0650 -0.74
H 3.8895 0.0416 -2.8426 0.16
H 2.1849 1.3633 -2.2054 0.33
H -0.0452 1.5241 -1.1847 0.44
H -0.9454 2.5886 0.9662 0.50
H -3.0853 2.9093 1.9508 0.21
H -4.4946 0.9965 2.2982 0.27
H -3.5618 -1.3157 2.0928 0.45
H -1.3048 -1.6646 1.1777 0.32
H 0.6563 -1.7306 1.2331 0.42
H 2.8616 -2.0108 0.2284 0.43
Cl 1.7165 -1.8819 -4.7173 -0.26
H 2.1676 -2.4621 -3.5899 0.26
```

SMILES string: Sc1ccc(-c2ccccc2)cc1.Cl
Gap between HOMO and LUMO: 8.54 eV
E_tot: -35979.059 eV

[5]
Here is an isolated ion of composition C12H11N2O and charge +1 at a distorted geometry from the OMol25 dataset. Energies are from ωB97M-V with the def2-TZVPD basis set.

Structure (XYZ):
```
26
Properties=species:S:1:pos:R:3:mulliken_charge:R:1
C -3.6237 -0.3481 -0.2026 -0.45
C -3.1915 -1.5677 0.3782 -0.43
C -2.7329 0.6582 -0.4085 -0.65
C -1.8929 -1.7634 0.7196 -0.71
C -1.3557 0.5034 -0.0981 0.61
C -0.8745 -0.8141 0.3540 0.72
C -0.5650 1.6205 0.1455 -0.51
C 0.7692 1.5764 0.5643 -0.92
C 2.4418 -1.2498 -1.0811 0.05
C 3.6996 -0.5363 0.6585 -0.30
C 1.8736 0.1175 -1.2272 -0.49
C 1.6928 0.6137 0.2017 0.76
N 3.4034 -1.4361 -0.2570 -0.40
N 2.8023 0.3923 0.9927 -0.04
O 0.3253 -1.1286 0.4272 -0.53
H -4.6644 -0.2210 -0.4515 0.42
H -3.9133 -2.3538 0.5394 0.40
H -3.0551 1.6052 -0.8154 0.40
H -1.5476 -2.7016 1.1265 0.43
H -1.0740 2.5741 0.2268 0.46
H 1.0863 2.3317 1.2729 0.44
H 2.0358 -2.1052 -1.6000 0.42
H 4.6156 -0.6344 1.2216 0.41
H 2.5913 0.7864 -1.7218 0.31
H 0.9430 0.1310 -1.7867 0.30
H 2.8309 0.8336 1.9080 0.31
```

Gap between HOMO and LUMO (spin up / spin down): 6.17 / 6.21 eV
⟨S²⟩: 2.051
Charge: +1
Spin multiplicity: 3
E_tot: -17640.044 eV

[6]
Here is one molecule with the formula C12H11N3O2S2 at a distorted geometry from the OMol25 dataset. Energies are from ωB97M-V with the def2-TZVPD basis set.

Structure (XYZ):
```
30
Properties=species:S:1:pos:R:3:mulliken_charge:R:1
O 1.5664 0.0114 2.6127 -0.61
C 0.9165 -0.7232 1.8282 0.50
S 1.2031 -0.8735 -0.0043 -0.13
C 0.7651 0.6294 -0.5615 0.60
C 0.5862 1.7585 0.1073 -0.39
C 0.0632 2.9951 -0.5512 -0.64
C -0.2011 2.9249 -1.9701 -0.40
N 0.1368 1.8012 -2.7238 0.07
C 0.1116 1.7586 -4.0792 0.73
O -0.2389 2.7893 -4.6225 -0.65
C 0.6368 0.6535 -4.8224 -0.82
C 1.2462 -0.3164 -4.0971 -0.23
N 1.2205 -0.3262 -2.7180 -0.56
C 0.6480 0.6889 -2.0508 -0.03
N -0.0729 -1.5642 2.3912 0.11
C -0.4301 -1.4118 3.8238 -0.59
C -1.7632 -2.1103 4.2212 -0.46
S -1.9895 -3.3687 2.9385 -0.19
C -0.7524 -2.6392 1.6459 -0.61
H 0.7079 1.7744 1.1439 0.58
H -0.1890 3.8776 -0.0158 0.43
H -0.8795 3.6197 -2.3720 0.40
H 0.8054 0.7865 -5.8446 0.44
H 1.8983 -1.0934 -4.4419 0.47
H -0.5972 -0.3811 4.0692 0.30
H 0.3854 -1.7334 4.5240 0.27
H -2.6344 -1.4774 4.1981 0.30
H -1.8335 -2.4895 5.2622 0.37
H -1.3800 -2.2608 0.7866 0.32
H 0.0641 -3.2998 1.3221 0.43
```

SMILES string: O=C(Sc1cccn2c(=O)ccnc12)N1CCSC1
Gap between HOMO and LUMO: 8.12 eV
E_tot: -42856.221 eV

[7]
Here is an isolated ion of composition C12H11N4O4 and charge -1 at a distorted geometry from the OMol25 dataset. Energies are from ωB97M-V with the def2-TZVPD basis set.

Structure (XYZ):
```
31
Properties=species:S:1:pos:R:3:mulliken_charge:R:1
C -4.0201 2.2709 -0.7184 -0.99
C -2.9936 1.5919 0.1731 0.38
C -1.6031 1.2472 -0.0396 -0.45
N -1.0892 0.7159 1.0712 0.29
C 0.4519 0.0282 1.3539 0.29
C 0.3008 -1.0344 2.3765 -0.97
N 0.2319 -0.6614 3.6986 1.00
O -0.3193 -1.3727 4.5864 -0.71
O 0.8017 0.4430 3.9744 -0.70
C 1.3800 -0.4677 0.2212 0.31
C 2.3288 0.3490 -0.4728 -0.40
C 2.8369 0.0369 -1.7106 -0.45
C 2.4756 -1.1683 -2.3308 0.07
N 2.8681 -1.4262 -3.6701 0.91
O 2.4115 -2.4574 -4.2135 -0.60
O 3.6109 -0.5985 -4.2459 -0.60
C 1.5608 -2.0173 -1.6857 -0.77
C 1.0831 -1.6875 -0.4263 -0.04
C -2.1168 0.6568 1.8972 -0.35
N -3.2795 1.1926 1.4227 -0.73
H -3.5561 2.5525 -1.6895 0.26
H -4.8923 1.5905 -0.9080 0.23
H -4.4131 3.1982 -0.2228 0.24
H -1.1100 1.4221 -0.9528 0.42
H 1.0359 0.8964 1.8143 0.27
H 0.0610 -2.0971 2.1247 0.15
H 2.7004 1.2490 0.0202 0.36
H 3.5774 0.6661 -2.2296 0.41
H 1.3012 -2.9585 -2.1723 0.41
H 0.4680 -2.4095 0.0949 0.23
H -2.0929 0.2492 2.8596 0.53
```

SMILES string: Cc1cn([C@@H](C=[N+]([O-])[O-])c2ccc([N+](=O)[O-])cc2)cn1
Gap between HOMO and LUMO: 5.39 eV
Charge: -1
E_tot: -26767.168 eV

[8]
Here is an isolated ion of composition C12H12BrO2 and charge +1 at a distorted geometry from the OMol25 dataset. Energies are from ωB97M-V with the def2-TZVPD basis set.

Structure (XYZ):
```
27
Properties=species:S:1:pos:R:3:mulliken_charge:R:1
C -1.6374 2.6704 0.8213 -0.47
C -2.7819 2.5415 0.0097 -0.48
C -0.7737 1.6399 1.0096 -0.33
C -3.1427 1.2675 -0.4738 -0.69
C -1.0191 0.4284 0.5123 -0.16
C -2.2733 0.2186 -0.3021 0.07
C -1.5083 -1.8466 -0.3413 0.09
C 1.4301 0.2629 -0.7640 -0.47
C 1.0759 -0.8437 -0.0478 0.45
C -0.3250 -0.8593 0.4913 0.60
C 2.8267 0.2786 -1.3321 -0.81
C 1.9442 -2.1387 0.1729 -0.83
O -2.5067 -1.0773 -0.5581 -0.26
O 1.3025 -3.0100 1.0950 -0.50
Br 4.1215 0.7497 0.1689 -0.12
H -1.5892 3.5508 1.4516 0.39
H -3.3404 3.4893 -0.1297 0.37
H 0.1070 1.9565 1.5559 0.44
H -4.1282 1.2118 -0.8086 0.48
H -1.4784 -2.9199 -0.5329 0.44
H 0.7208 1.0204 -0.9986 0.51
H -0.3023 -1.3627 1.5633 0.49
H 3.1125 -0.7996 -1.6289 0.32
H 2.9652 1.0151 -2.1929 0.43
H 2.1617 -2.4176 -0.8797 0.27
H 2.9116 -1.6727 0.6568 0.38
H 2.1270 -3.3533 1.4820 0.39
```

Gap between HOMO and LUMO (spin up / spin down): 7.14 / 7.14 eV
Charge: +1
E_tot: -86764.893 eV

[9]
Here is C12H12F3N2NiO7S as an isolated structure at a distorted geometry from the OMol25 dataset. Energies are from ωB97M-V with the def2-TZVPD basis set.

Structure (XYZ):
```
38
Properties=species:S:1:pos:R:3:mulliken_charge:R:1
Ni 0.9157 0.8563 -0.0551 0.58
C -3.3778 0.5335 0.8992 -1.79
C -1.9616 0.0607 0.6218 1.46
O -1.1393 0.9189 0.3079 -0.36
C -1.6869 -1.3561 0.6990 0.32
C -2.6749 -2.2584 1.1230 -0.77
C -2.4477 -3.6068 1.2039 -0.80
C -1.1807 -4.1062 0.8843 -0.40
C -0.1957 -3.2635 0.4588 -0.71
C -0.4002 -1.8587 0.3105 0.30
O 0.5420 -1.1692 -0.2024 -0.53
H -3.4045 1.6123 0.7676 0.33
H -3.6750 0.2910 1.9159 0.42
H -4.0664 0.0540 0.2051 0.42
H -3.6442 -1.8755 1.4015 0.31
H -3.2398 -4.2765 1.5067 0.36
H -0.9856 -5.1659 0.9901 0.37
H 0.7832 -3.6362 0.2016 0.40
C 0.7703 1.2065 -4.4285 -1.27
C 0.7690 0.5879 -3.0495 0.83
N 1.3006 -0.6358 -2.9321 -0.25
O 0.2460 1.1803 -2.1134 -0.59
H 1.0250 0.4817 -5.1935 0.38
H 1.4946 2.0171 -4.4264 0.28
H -0.2090 1.6315 -4.6258 0.29
H 1.9506 -0.9939 -3.6115 0.20
H 1.3942 -0.9581 -1.9689 0.32
O 5.1238 0.4554 -0.4545 -0.66
C 3.9479 0.5527 -0.5114 0.57
N 2.7866 0.6164 -0.7150 -0.32
F 1.5569 4.4496 3.2879 -0.24
C 1.9527 3.1732 3.1381 0.53
F 3.2478 3.2166 2.7970 -0.24
F 1.8939 2.6141 4.3594 -0.24
S 0.7766 2.2736 1.9393 1.28
O 1.0636 2.8894 0.6588 -0.60
O -0.4732 2.5942 2.5657 -0.65
O 1.2213 0.8939 2.0451 -0.56
```

Gap between HOMO and LUMO (spin up / spin down): 8.08 / 8.06 eV
⟨S²⟩: 2.004
Charge: -1
Spin multiplicity: 3
E_tot: -89987.355 eV

[10]
Here is C12H12IrN2O5 as an isolated structure from the OMol25 dataset. Energies are from ωB97M-V with the def2-TZVPD basis set.

Structure (XYZ):
```
32
Properties=species:S:1:pos:R:3:mulliken_charge:R:1
Ir -0.7476 0.2020 -0.2163 0.91
O -5.5214 3.7955 -0.4553 -0.47
C -4.4430 3.0193 -0.4555 1.06
C -3.4148 3.1373 -1.4053 -0.50
C -2.3602 2.2621 -1.3091 0.24
N -2.3486 1.3303 -0.3685 -0.16
C -3.2522 1.2583 0.6029 0.44
C -4.3442 2.0859 0.5929 -0.64
C -2.8051 0.2919 1.6727 0.25
O -3.4497 -0.0841 2.5893 -0.44
O -1.4829 -0.0906 1.4894 -0.53
C -1.0595 2.2634 -2.0756 0.26
O -0.8281 2.8921 -3.0505 -0.45
O -0.1106 1.4613 -1.4640 -0.54
H -5.5220 4.4244 -1.1886 0.32
H -3.4226 3.9002 -2.1731 0.44
H -5.0925 2.0479 1.3721 0.53
C 2.8718 -3.4347 1.2026 -1.56
C 3.1900 -2.1870 0.3647 1.96
C 4.1756 -1.2660 1.0998 -1.57
C 3.7270 -2.5751 -1.0211 -1.56
C 1.9376 -1.4433 0.1714 0.02
N 0.9642 -0.8605 0.0236 -0.57
H 3.7989 -3.9868 1.3533 0.39
H 2.1630 -4.0861 0.6926 0.40
H 2.4689 -3.1664 2.1786 0.40
H 5.1063 -1.8132 1.2465 0.40
H 3.7919 -0.9722 2.0762 0.40
H 4.3913 -0.3702 0.5186 0.40
H 4.6581 -3.1236 -0.8824 0.40
H 3.9340 -1.6947 -1.6284 0.40
H 3.0262 -3.2173 -1.5535 0.40
```

Gap between HOMO and LUMO (spin up / spin down): 7.60 / 7.60 eV
Charge: +1
E_tot: -28688.704 eV

[11]
Here is an isolated ion of composition C12H12N2 and charge +2 at a distorted geometry from the OMol25 dataset. Energies are from ωB97M-V with the def2-TZVPD basis set.

Structure (XYZ):
```
26
Properties=species:S:1:pos:R:3:mulliken_charge:R:1
C 0.1567 2.4509 -0.4842 -0.84
C -0.0515 0.9513 -0.2392 -0.21
N 1.2172 0.2217 -0.0593 0.21
C 1.9493 0.2185 1.1009 0.17
C 3.1596 -0.4273 1.0828 -0.73
C 3.6177 -1.1399 -0.0406 -0.15
C 2.8351 -1.1503 -1.1988 -0.73
C 1.6870 -0.3452 -1.1967 0.36
N -1.2766 0.2901 -0.0830 0.21
C -2.3667 0.5236 -0.8400 0.20
C -3.5538 -0.0669 -0.5393 -0.64
C -3.6677 -0.8964 0.5446 -0.18
C -2.4842 -1.2501 1.1947 -0.69
C -1.3134 -0.6465 0.8703 0.31
H -0.6993 3.1146 -0.5908 0.33
H 1.1113 2.7950 -0.5063 0.35
H 1.5571 0.7704 1.9901 0.44
H 3.7545 -0.4041 1.9490 0.46
H 4.5392 -1.5581 0.1954 0.46
H 3.1040 -1.6389 -2.1794 0.37
H 1.2352 -0.2404 -2.2142 0.35
H -2.4290 1.1266 -1.7715 0.43
H -4.5107 0.1488 -1.0703 0.37
H -4.6179 -1.3744 0.7767 0.42
H -2.3072 -2.0887 1.8068 0.39
H -0.5542 -1.0785 1.5921 0.32
```

SMILES string: C=C([n+]1ccccc1)[n+]1ccccc1
Gap between HOMO and LUMO: 9.11 eV
Charge: +2
E_tot: -15599.194 eV

[12]
Here is an isolated ion of composition C12H12N2O3 and charge +2 at a distorted geometry from the OMol25 dataset. Energies are from ωB97M-V with the def2-TZVPD basis set.

Structure (XYZ):
```
29
Properties=species:S:1:pos:R:3:mulliken_charge:R:1
O 3.4638 -3.2655 -1.6198 -0.44
C 3.9662 -2.7256 -0.6005 0.58
O 4.2759 -3.5528 0.5130 -0.43
C 4.1754 -1.1105 -0.6103 -0.61
N 2.7676 -0.5487 -0.5402 0.10
C 1.9836 -0.2845 -1.7288 0.00
C 0.5110 0.2534 -1.6751 -0.52
C -0.0935 0.4907 -0.2721 0.45
C -1.5674 0.9848 0.0458 0.39
C -2.1292 2.4050 -0.1965 -0.41
C -3.6129 2.6664 0.2463 -0.24
N -4.4415 1.6560 0.8592 0.28
O -5.7123 1.8995 1.2773 -0.37
C -3.9681 0.2913 1.0766 -0.30
C -2.5291 -0.0917 0.6850 -0.41
C 0.8265 0.2215 0.9809 -0.54
C 2.2628 -0.3048 0.7973 -0.18
H 3.3910 -3.7670 0.9132 0.37
H 4.7224 -0.7678 0.3465 0.34
H 4.7280 -0.8015 -1.5566 0.36
H 2.4325 -0.4842 -2.7641 0.39
H -0.1094 0.4389 -2.6153 0.40
H -1.4784 3.2047 -0.6733 0.42
H -4.0636 3.7099 0.1179 0.41
H -6.2858 1.2613 0.7898 0.40
H -4.6358 -0.5059 1.5443 0.41
H -2.2027 -1.1686 0.8788 0.39
H 0.4438 0.3989 2.0469 0.38
H 2.8792 -0.5030 1.7337 0.39
```

Gap between HOMO and LUMO: 8.07 eV
Charge: +2
E_tot: -21736.308 eV